Entry i
This record from the OMol25 dataset describes the ion C5H7N2 with charge +1. The level of theory is ωB97M-V/def2-TZVPD.

The geometry in XYZ format:
```
14
Properties=species:S:1:pos:R:3:mulliken_charge:R:1
C -1.6868 -0.4558 -0.2942 -0.453
C -1.3138 0.8532 -0.0900 -0.273
C -0.8374 -1.5033 0.1010 0.098
C 1.0280 -0.2421 -0.0332 0.594
C 0.1330 1.1762 0.2160 -0.607
N 0.4211 -1.3698 0.2336 -0.493
N 2.3036 -0.0953 -0.2960 -0.267
H -2.8326 -0.6448 -0.4556 0.298
H -2.1198 1.5758 0.0487 0.384
H -1.0701 -2.5015 0.5803 0.422
H 0.5138 2.0496 -0.2746 0.432
H -0.0470 1.4487 1.2501 0.353
H 2.7543 0.7095 -0.3708 0.204
H 2.7537 -1.0005 -0.6154 0.308
```

Output
- Total charge: +1
- Molecular weight: 95.12 Da
- SMILES string: [NH2+]=C1CC=CC=N1
- Highest occupied orbital energy: -14.56 eV
- Orbital gap: 0.3339 Ha



Entry ii
This record from the OMol25 dataset describes the ion C5H7N2 with charge +1. The level of theory is ωB97M-V/def2-TZVPD.

The geometry in XYZ format:
```
14
Properties=species:S:1:pos:R:3:mulliken_charge:R:1
C -1.4187 1.3675 -0.2232 -0.219
C -2.0135 -0.8049 0.3275 0.095
C -0.0762 1.0967 -0.0414 0.375
C 1.1455 0.8862 0.1988 0.019
C 2.0938 -0.2765 -0.2562 -0.906
N -2.2857 0.4416 -0.0389 -0.334
N -0.9399 -1.4887 0.0370 -0.473
H -1.6665 2.3344 -0.5977 0.398
H -2.8382 -1.2483 0.7760 0.462
H 1.8269 1.7346 0.6573 0.323
H 1.6891 -0.6341 -1.1082 0.365
H 1.9652 -0.9658 0.5746 0.286
H 3.2034 -0.0110 -0.4345 0.365
H -0.6851 -2.4319 0.1289 0.245
```

Output
- Total charge: +1
- Molecular weight: 95.12 Da
- Highest occupied orbital energy (alpha / beta): -14.96 / -14.96 eV
- Orbital gap (alpha / beta): 0.2867 / 0.2866 Ha



Entry iii
This record from the OMol25 dataset describes the ion C5H7N2 with charge +1. The level of theory is ωB97M-V/def2-TZVPD.

The geometry in XYZ format:
```
14
Properties=species:S:1:pos:R:3:mulliken_charge:R:1
C -0.6131 -1.3816 0.9202 0.471
C 0.7952 -1.2736 1.1483 -0.368
C 0.1631 1.1219 0.7487 -0.472
C -0.2537 0.2928 -0.3020 1.062
C -0.4945 0.5139 -1.7430 -1.151
N -1.4939 -0.8448 0.3465 -0.360
N 0.9438 -0.0428 0.3432 -0.386
H 1.1140 -1.2018 2.1500 0.326
H 1.4559 -1.9668 0.6478 0.285
H 0.6653 2.0589 0.5523 0.313
H -0.5625 1.1465 1.6464 0.266
H -1.1166 -0.3091 -2.3269 0.324
H 0.4976 0.5027 -2.0477 0.383
H -1.1008 1.3838 -2.0838 0.307
```

Output
- Total charge: +1
- Molecular weight: 95.12 Da
- SMILES string: C[C@]12CN1CC#[N+]2
- Highest occupied orbital energy: -15.71 eV
- Orbital gap: 0.3269 Ha



Stability summary: most stable entry i, least stable entry iii.